[1]
Below is an isolated ion of composition C8H16N3 and charge +1 in a non-equilibrium geometry, with properties calculated with ωB97M-V with the def2-TZVPD basis set.

Geometry as ORCA input:
```
! wB97M-V def2-TZVPD RIJCOSX def2/J DEFGRID3
* xyz 1 1
C 3.02986 0.18634 0.14472
C 1.94416 0.98089 0.17090
C 0.69860 -0.27844 0.03377
C 1.70346 2.39695 0.04368
C -1.54440 -1.33186 0.29648
C -1.22475 0.52302 -1.41986
C 1.24510 -2.73549 -0.30567
C -0.79961 -0.11244 -0.05710
N 2.79350 -1.13673 0.07822
N 1.46612 -1.38683 0.03332
N -1.24383 1.00993 1.05975
H 4.09882 0.42317 0.46446
H 0.63751 2.65924 -0.04765
H 2.17522 2.94041 0.81458
H 2.18024 2.87393 -0.87342
H -2.60575 -1.05109 0.09979
H -1.42141 -2.12202 -0.38340
H -1.10858 -1.59227 1.32033
H -1.53428 -0.19470 -2.04260
H -2.05810 1.23011 -1.11990
H -0.44300 1.12378 -1.78746
H 2.23140 -3.01280 -0.82898
H 1.19614 -3.21711 0.67886
H 0.42506 -2.85759 -0.87995
H -1.23697 1.93029 0.59625
H -0.68236 0.91627 1.91266
H -2.22902 0.94713 1.36413
*
```

## Properties
SMILES string	Cc1cnn(C)c1C(C)(C)[NH3+]
gap between HOMO and LUMO	8.268	eV
F_max	0.1326	hartree/bohr
LUMO level	-0.1225	Eh


[2]
Below is C38H33InN7O4 as an isolated structure, with properties calculated with ωB97M-V with the def2-TZVPD basis set.

Geometry as ORCA input:
```
! wB97M-V def2-TZVPD RIJCOSX def2/J DEFGRID3
* xyz -1 1
In -0.69673 0.78781 1.19096
O -0.61497 4.00314 -1.77888
C -0.46156 2.94296 -1.16420
N -1.24290 2.39065 -0.23954
C -2.50518 2.95766 0.05478
C -3.27559 3.62754 -0.89123
C -4.54192 4.09620 -0.57256
C -5.05229 3.90129 0.70225
C -4.30085 3.23198 1.65683
C -3.03104 2.74742 1.34753
N -2.25747 1.97371 2.22478
C -2.44791 1.95554 3.53955
O -3.17179 2.66200 4.24791
C -1.62235 0.89230 4.25313
C -1.28597 1.06606 5.59041
C -0.55101 0.08315 6.22520
C -0.19754 -1.05837 5.51582
C -0.58455 -1.15102 4.19135
N -1.27271 -0.19561 3.56796
C 0.78588 2.14284 -1.50882
C 1.77277 2.76422 -2.26831
C 2.89247 2.04245 -2.62906
C 2.98418 0.71373 -2.23852
C 1.95391 0.17910 -1.48694
N 0.87996 0.87500 -1.11190
H -2.86394 3.78833 -1.87589
H -5.12447 4.61892 -1.32179
H -6.03756 4.27198 0.95922
H -4.68384 3.07938 2.65416
H -1.61375 1.96642 6.09053
H -0.25693 0.19831 7.26127
H 0.36361 -1.86011 5.97688
H -0.32782 -2.01827 3.59195
H 1.61906 3.79398 -2.55624
H 3.67971 2.50134 -3.21484
H 3.83058 0.09901 -2.51377
H 1.98678 -0.85635 -1.17345
C 4.23819 -1.88559 -4.82924
O 2.87324 -1.52842 -4.79886
C 1.98707 -2.47675 -4.37620
C 2.31295 -3.80806 -4.16098
C 1.32078 -4.69949 -3.76138
C 0.02499 -4.27639 -3.53629
C -0.29846 -2.93728 -3.78370
C 0.67029 -2.04957 -4.19838
N -0.95426 -5.28478 -3.21846
N -1.86179 -5.09589 -2.38608
C -1.91200 -3.95315 -1.54478
C -3.15181 -3.35245 -1.41909
C -3.35202 -2.14661 -0.75598
C -2.28479 -1.48344 -0.13857
O -2.38722 -0.34138 0.41545
C -1.01991 -2.20488 -0.10371
N -0.06427 -1.64347 0.66634
C 1.08304 -2.25766 0.82437
C 1.36144 -3.49114 0.21349
C 0.41475 -4.06402 -0.58981
C -0.82920 -3.42269 -0.79018
H 4.78770 -0.97475 -5.05364
H 4.44456 -2.62766 -5.60582
H 4.56606 -2.27912 -3.86278
H 3.31769 -4.17076 -4.32063
H 1.55898 -5.74703 -3.61906
H -1.31394 -2.59399 -3.64090
H 0.43037 -1.01098 -4.38558
H -3.98396 -3.83719 -1.91800
H -4.32641 -1.67836 -0.72495
H 1.80853 -1.77601 1.47124
H 2.31437 -3.97489 0.38341
H 0.61212 -5.02104 -1.05372
C 3.21616 2.60099 2.60116
C 1.79855 2.52005 2.02924
C 0.88860 3.51351 2.74672
C 1.26179 1.08727 2.11147
H 3.62297 3.61388 2.52917
H 3.89182 1.92381 2.07321
H 3.20848 2.31474 3.65746
H 1.85402 2.81357 0.97393
H 0.78969 3.23971 3.80271
H -0.11179 3.53287 2.31261
H 1.29683 4.52605 2.69776
H 1.20350 0.77860 3.16045
H 1.96598 0.41518 1.61008
*
```

## Properties
gap between HOMO and LUMO	6.487	eV
F_max	0.0046	hartree/bohr
LUMO level	0.0769	Eh


[3]
Below is a 2-piece molecular cluster, C4H14N3 overall in a non-equilibrium geometry, with properties calculated with ωB97M-V with the def2-TZVPD basis set.

Geometry as ORCA input:
```
! wB97M-V def2-TZVPD RIJCOSX def2/J DEFGRID3
* xyz 1 1
C 1.80589 0.85719 -0.46994
C -0.03972 2.16130 0.37689
C -0.34456 -1.40551 -1.24493
C -1.84184 -0.74165 0.55343
N 0.54129 -1.23693 1.10044
N 0.39348 1.12919 -0.39117
N -0.40256 -0.78438 0.14876
H 2.12425 -0.00690 -0.93997
H 2.24276 1.71318 -1.07759
H 2.24308 0.99613 0.51151
H -0.98989 2.52887 -0.03453
H -0.25257 1.88175 1.35155
H 0.58240 3.00094 0.55973
H -0.84186 -0.79847 -1.91096
H 0.72697 -1.49135 -1.52068
H -0.78807 -2.37438 -1.31740
H -1.92704 0.05047 1.19206
H -2.30627 -0.53140 -0.38137
H -2.16424 -1.63284 0.95714
H 1.12533 -1.83343 0.62563
H 0.11316 -1.48181 1.91140
*
```

## Properties
gap between HOMO and LUMO (alpha / beta)	8.662 / 8.187	eV
F_max	0.0921	hartree/bohr
LUMO level (alpha / beta)	-0.1679 / -0.1917	Eh


[4]
Below is a 11-piece molecular cluster, C32H68Cl20N9OS overall in a non-equilibrium geometry, with properties calculated with ωB97M-V with the def2-TZVPD basis set.

Geometry as ORCA input:
```
! wB97M-V def2-TZVPD RIJCOSX def2/J DEFGRID3
* xyz 1 1
C -0.97950 -3.72143 2.68993
N -1.72681 -2.45278 2.34270
C -1.27950 -1.27634 3.23610
N -1.71873 0.06480 2.71736
C -0.78183 1.15092 2.14165
C 0.75162 0.69759 1.88839
N 1.50700 0.63191 3.23302
N 1.43352 1.86109 1.13597
N 0.96278 -0.52215 1.02071
C -3.03971 0.53041 2.68904
N -3.54797 1.91002 2.22308
C -5.04710 2.04027 2.35035
N -5.37771 0.66165 2.87483
N -6.73240 0.45388 3.05690
C -7.19050 1.00167 4.38957
C -7.57501 0.92673 1.89604
C -7.75285 0.04536 0.48553
O -8.26937 2.09900 1.90098
N -4.27581 -0.19489 3.09838
C -4.57033 -1.55980 3.59870
C -5.09137 -2.62246 2.41628
C -6.23958 -3.56554 3.16036
S -6.87527 -4.97587 2.10685
H -0.79929 -3.79006 3.84420
H -1.58005 -4.68237 2.31907
H 0.04148 -3.68589 2.08565
H -1.48681 -2.23616 1.33359
H -0.13048 -1.43051 3.37918
H -1.72824 -1.36498 4.34008
H -0.89848 2.13179 2.79968
H -1.22759 1.44818 1.07422
H 0.95671 1.22415 3.92401
H 2.43629 1.10369 3.15993
H 1.43198 2.63523 1.85651
H 2.43920 1.57602 1.01011
H 0.14789 -0.73726 0.40600
H 1.26061 -1.35178 1.59128
H -5.69729 2.97714 2.09447
H -6.38805 1.78877 4.79165
H -7.12335 0.09212 5.16021
H -8.28766 1.40600 4.41499
H -7.33793 -1.04530 0.57243
H -8.90054 -0.06035 0.17539
H -7.12153 0.56342 -0.38387
H -5.49907 -1.48016 4.34572
H -3.74575 -2.12800 4.18898
H -5.65709 -1.94054 1.63145
H -4.21282 -3.24062 1.94269
H -5.72288 -3.93923 4.16402
H -7.13682 -2.86287 3.51423
H -7.96127 -5.55066 2.84200
Cl 2.65103 -5.23881 3.00504
C 3.16606 -3.64415 3.61011
C 2.83928 -3.45653 5.08332
Cl 1.08625 -3.32886 5.37188
H 2.69237 -2.87654 2.99102
H 4.24821 -3.58331 3.45890
H 3.28834 -2.52789 5.44815
H 3.22409 -4.28174 5.69010
Cl 3.48319 0.77053 -2.78166
C 3.65232 2.53472 -2.59905
C 4.62032 2.90624 -1.48671
Cl 3.97829 2.50355 0.12521
H 2.65748 2.95533 -2.42509
H 4.02107 2.91744 -3.55569
H 4.79948 3.98558 -1.49522
H 5.58349 2.40064 -1.60463
Cl 10.05680 -0.21361 0.24026
C 8.36702 0.18784 0.63748
C 7.44871 0.06179 -0.56799
Cl 7.76961 1.31604 -1.79132
H 8.34710 1.19858 1.05567
H 8.05186 -0.51014 1.41922
H 6.40711 0.18349 -0.25592
H 7.54744 -0.91564 -1.04979
Cl -7.37089 -7.64854 0.71801
C -5.95614 -8.36392 -0.09503
C -4.99100 -9.00415 0.89035
Cl -4.16682 -7.79493 1.90583
H -5.47038 -7.58033 -0.68402
H -6.33848 -9.12145 -0.78609
H -4.21072 -9.54593 0.34743
H -5.49993 -9.71238 1.55112
Cl 5.38485 2.60789 -6.66990
C 4.49884 4.12170 -6.98241
C 4.87228 5.21881 -5.99790
Cl 4.28931 4.87097 -4.35114
H 3.42774 3.90090 -6.95293
H 4.75425 4.43295 -8.00000
H 4.41300 6.16387 -6.30298
H 5.95539 5.36669 -5.95054
Cl 4.48485 2.60789 3.49054
C 3.59884 4.12170 3.17803
C 3.97228 5.21881 4.16254
Cl 3.38931 4.87097 5.80930
H 2.52774 3.90090 3.20751
H 3.85425 4.43295 2.16044
H 3.51300 6.16387 3.85746
H 5.05539 5.36669 4.20990
Cl 3.75680 -9.81896 4.79332
C 2.06702 -9.41750 5.19054
C 1.14871 -9.54356 3.98506
Cl 1.46961 -8.28930 2.76173
H 2.04710 -8.40676 5.60873
H 1.75186 -10.11548 5.97228
H 0.10711 -9.42185 4.29714
H 1.24744 -10.52098 3.50326
Cl -10.54897 2.50671 -2.12355
C -10.03394 4.10137 -1.51848
C -10.36072 4.28899 -0.04527
Cl -12.11375 4.41666 0.24329
H -10.50763 4.86899 -2.13756
H -8.95179 4.16222 -1.66969
H -9.91166 5.21763 0.31957
H -9.97591 3.46378 0.56151
Cl 4.57165 4.20186 -10.93579
C 3.68563 5.71567 -11.24829
C 4.05908 6.81278 -10.26379
Cl 3.47611 6.46493 -8.61703
H 2.61454 5.49486 -11.21882
H 3.94104 6.02692 -12.26589
H 3.59980 7.75783 -10.56887
H 5.14218 6.96065 -10.21643
Cl 10.31333 2.90064 -8.60673
C 8.58785 2.67240 -8.98740
C 8.03611 3.79869 -9.84729
Cl 7.94011 5.33855 -8.95718
H 8.04106 2.58007 -8.04434
H 8.50556 1.72159 -9.52295
H 7.01918 3.55588 -10.16984
H 8.64683 3.96037 -10.74066
*
```

## Properties
gap between HOMO and LUMO	7.351	eV
F_max	0.1914	hartree/bohr
LUMO level	-0.1311	Eh


[5]
Below is C3H6N2O2 in the gas phase in a non-equilibrium geometry, with properties calculated with ωB97M-V with the def2-TZVPD basis set.

Geometry as ORCA input:
```
! wB97M-V def2-TZVPD RIJCOSX def2/J DEFGRID3
* xyz 0 1
C 1.32336 0.72591 1.79071
N 0.44644 0.37195 0.75708
C 0.68541 -0.22945 -0.52827
C -0.55829 -0.56512 -1.31596
N -1.83472 -0.54388 -0.65429
O -0.65395 -0.23713 -2.49378
O 0.74651 0.89763 2.87982
H 2.32746 1.08914 1.57753
H -0.48095 0.51638 0.88894
H 1.68047 -0.91152 -0.36454
H 1.14540 0.48802 -1.24696
H -2.60734 -0.30617 -1.24258
H -2.21978 -1.29576 -0.04769
*
```

## Properties
SMILES string	NC(=O)CNC=O
gap between HOMO and LUMO	10.154	eV
F_max	0.0941	hartree/bohr
LUMO level	0.0198	Eh


[6]
Below is C19H38FeO3P as an isolated structure in a non-equilibrium geometry, with properties calculated with ωB97M-V with the def2-TZVPD basis set.

Geometry as ORCA input:
```
! wB97M-V def2-TZVPD RIJCOSX def2/J DEFGRID3
* xyz 2 6
C 1.70443 2.48134 -0.19009
H 1.96693 3.24843 0.55364
H 2.46216 2.47371 -0.98160
H 1.77316 1.50599 0.29026
C 0.29137 2.51673 -0.86917
H 0.17860 1.51694 -1.43846
H -0.57842 2.55290 -0.16704
C 0.28938 3.74881 -1.79499
H -0.66313 4.18088 -2.13518
H 0.84881 4.58319 -1.32969
H 0.83171 3.49292 -2.71363
C -0.54020 -2.32683 -1.67080
C -0.92192 -1.30636 -2.62588
C 0.27688 -0.63174 -3.05281
C 1.38593 -1.25068 -2.40199
C 0.89103 -2.28477 -1.54520
C 1.72895 -3.11597 -0.64520
C 2.80784 -0.87991 -2.62664
C 0.38636 0.47546 -4.04735
C -2.30227 -0.96692 -3.06839
C -1.46209 -3.18598 -0.89450
Fe -0.07083 -0.48008 -0.86159
H 3.43199 -1.10597 -1.74849
H 3.24176 -1.43008 -3.48507
H 2.91166 0.19685 -2.85038
H 2.75785 -2.73401 -0.61431
H 1.34140 -3.11807 0.38794
H 1.77690 -4.16497 -0.98926
H -2.46324 -2.73541 -0.83331
H -1.56633 -4.19499 -1.32199
H -1.10263 -3.30210 0.13677
H -2.34656 0.05895 -3.46499
H -2.66163 -1.63962 -3.86185
H -3.01571 -1.02222 -2.23478
H 1.24243 1.12336 -3.81159
H 0.54703 0.08982 -5.06737
H -0.51442 1.10653 -4.06746
C -4.11988 0.94985 1.71650
C -2.92895 0.41629 0.91412
O -2.11726 -0.42938 1.72644
P -0.50392 -0.38434 1.50149
O -0.01171 0.86897 2.41976
C -0.65372 1.13328 3.75274
C 0.36500 1.92755 4.54969
O 0.11649 -1.68555 2.24819
C 1.27703 -1.67481 3.17659
C 2.49065 -0.95555 2.63596
H -4.68287 0.16809 2.23947
H -4.80518 1.44808 1.01654
H -3.79035 1.69960 2.44597
H -3.28846 -0.16936 0.05774
H -2.36959 1.29350 0.50361
H -1.58121 1.69465 3.57294
H -0.88644 0.16721 4.25809
H 0.51480 2.90255 4.06062
H -0.04323 2.10716 5.55000
H 1.31688 1.39477 4.63692
H 0.93552 -1.25151 4.13622
H 1.47638 -2.73705 3.34357
H 2.39375 0.13577 2.72197
H 3.33369 -1.26932 3.25786
H 2.69738 -1.22652 1.59952
*
```

## Properties
gap between HOMO and LUMO (alpha / beta)	9.734 / 7.535	eV
F_max	0.0673	hartree/bohr
LUMO level (alpha / beta)	-0.2074 / -0.3292	Eh
<S²>	8.764